No. 1
{
  "formula": "C3H5IN2",
  "method": "wB97M-V/def2-TZVPD",
  "symbols": ["C", "C", "C", "N", "N", "I", "H", "H", "H", "H", "H"],
  "positions_angstrom": [[-0.2211, -0.3311, -0.3667], [0.1970, 0.3121, 0.9535], [-1.4587, 0.5912, -0.6505], [-0.3325, 1.6167, 1.0083], [-1.2624, 1.8509, 0.2970], [-3.2931, -0.4416, 0.1343], [0.6302, -0.0686, -1.1292], [-0.3214, -1.4693, -0.2704], [-0.1646, -0.1486, 1.9407], [1.2101, 0.3839, 1.1470], [-1.6443, 0.9339, -1.7131]],
  "gap_ev": 9.3,
  "charge": 0,
  "lumo_energy_ha": 0.0027
}

No. 2
{
  "formula": "C19H68FN27O16P",
  "method": "wB97M-V/def2-TZVPD",
  "symbols": ["C", "C", "O", "C", "N", "C", "C", "O", "P", "C", "O", "F", "H", "H", "H", "H", "H", "H", "H", "H", "H", "H", "H", "H", "H", "H", "H", "H", "C", "O", "N", "N", "H", "H", "H", "H", "C", "O", "N", "N", "H", "H", "H", "H", "C", "O", "N", "N", "H", "H", "H", "H", "C", "O", "N", "N", "H", "H", "H", "H", "C", "O", "N", "N", "H", "H", "H", "H", "C", "O", "N", "N", "H", "H", "H", "H", "C", "O", "N", "N", "H", "H", "H", "H", "C", "O", "N", "N", "H", "H", "H", "H", "C", "O", "N", "N", "H", "H", "H", "H", "C", "O", "N", "N", "H", "H", "H", "H", "C", "O", "N", "N", "H", "H", "H", "H", "C", "O", "N", "N", "H", "H", "H", "H", "C", "O", "N", "N", "H", "H", "H", "H"],
  "positions_angstrom": [[2.1902, -4.3236, 2.1803], [1.5155, -3.0870, 1.5160], [1.4453, -3.2018, 0.0919], [2.1758, -1.7725, 1.9889], [1.4641, -1.0926, 3.0666], [0.1542, -0.5835, 2.6350], [-0.9082, -1.3517, 3.4932], [-2.2260, -1.4597, 2.8321], [-2.4225, -2.8437, 2.0349], [-1.9806, -2.5636, 0.3003], [-3.9905, -3.1680, 2.0725], [-1.7250, -4.0669, 2.6882], [2.8328, -3.9588, 2.9941], [1.4154, -4.9687, 2.6394], [2.7169, -4.9552, 1.4539], [0.4616, -3.1138, 1.8445], [2.3618, -3.1699, -0.2230], [2.2663, -1.0864, 1.1261], [3.1981, -1.9940, 2.3246], [2.0153, -0.3539, 3.4812], [-0.0111, -0.8432, 1.5751], [0.0896, 0.4981, 2.8127], [-0.5019, -2.3073, 3.8457], [-1.0547, -0.7301, 4.3923], [-2.8681, -2.6094, -0.3436], [-1.5308, -1.5694, 0.1936], [-1.2355, -3.3055, -0.0251], [-4.0968, -3.8801, 2.7337], [-1.5834, -0.3855, -2.5233], [-1.3372, -1.4718, -1.9970], [-2.7249, -0.1456, -3.2133], [-0.7235, 0.6642, -2.4554], [-2.9351, 0.7388, -3.6489], [-3.3879, -0.8960, -3.2887], [0.1367, 0.5291, -1.9526], [-0.9003, 1.5581, -2.8796], [2.2779, 2.5992, -4.3282], [2.1681, 2.4022, -3.1228], [1.4524, 3.4339, -5.0148], [3.2326, 1.9969, -5.0881], [1.5278, 3.6039, -6.0064], [0.7310, 3.8978, -4.4932], [3.8633, 1.3702, -4.6227], [3.3316, 2.1474, -6.0778], [-2.5360, -1.4717, 6.9046], [-1.7390, -0.5649, 6.7378], [-2.7518, -2.0481, 8.1187], [-3.2793, -1.9830, 5.8738], [-3.4034, -2.7936, 8.2749], [-2.2217, -1.6939, 8.8944], [-3.1382, -1.5842, 4.9640], [-3.9397, -2.7297, 5.9812], [0.5631, 1.4652, -7.8907], [1.3700, 2.3774, -8.0423], [0.3103, 0.9134, -6.6758], [-0.1411, 0.9361, -8.9292], [-0.3431, 0.1679, -6.5248], [0.8181, 1.2856, -5.8932], [0.0246, 1.3230, -9.8402], [-0.8039, 0.1910, -8.8294], [-4.0855, 3.7314, -2.3611], [-3.6724, 3.3863, -3.4762], [-4.8211, 4.8433, -2.1729], [-3.8317, 3.0148, -1.2337], [-5.1639, 5.1288, -1.2717], [-5.0312, 5.4094, -2.9865], [-3.2866, 2.1773, -1.3309], [-4.1609, 3.2856, -0.3218], [-6.9121, 1.6576, -4.9273], [-6.1821, 0.9139, -5.5656], [-8.2748, 1.5905, -5.0063], [-6.4247, 2.6116, -4.0864], [-8.8923, 2.1896, -4.4929], [-8.6648, 0.8974, -5.6181], [-5.4192, 2.6841, -4.0098], [-7.0019, 3.2325, -3.5512], [-4.4254, 6.2950, -5.6584], [-4.4428, 6.6600, -4.4865], [-4.3672, 4.9864, -6.0122], [-4.4603, 7.1798, -6.6945], [-4.3518, 4.6673, -6.9623], [-4.3320, 4.3077, -5.2656], [-4.5024, 8.1555, -6.4640], [-4.4457, 6.9076, -7.6587], [-4.6547, 6.2431, 1.5544], [-5.0968, 5.1941, 1.0979], [-4.1313, 7.2221, 0.7665], [-4.6534, 6.5103, 2.8884], [-3.7659, 8.0855, 1.1211], [-4.1148, 7.0584, -0.2247], [-5.0332, 5.8089, 3.4973], [-4.2985, 7.3593, 3.2857], [1.5445, -3.2844, -4.2565], [1.5313, -2.8517, -5.3969], [1.1359, -2.5434, -3.1881], [1.9696, -4.5489, -3.9563], [1.1340, -2.8758, -2.2418], [0.8161, -1.6120, -3.3741], [2.2779, -5.1218, -4.7202], [1.9887, -4.9245, -3.0276], [4.6111, 1.3243, 2.6373], [4.1860, 0.2605, 2.1946], [5.0675, 2.3169, 1.8287], [4.6615, 1.5921, 3.9707], [5.4205, 3.1922, 2.1665], [5.0445, 2.1502, 0.8387], [4.3380, 0.8772, 4.5972], [5.0077, 2.4515, 4.3533], [3.7373, -5.0255, 5.5772], [4.1690, -4.3122, 4.6770], [4.5138, -5.4320, 6.6170], [2.4512, -5.4654, 5.6055], [4.1848, -6.0152, 7.3635], [5.4708, -5.1263, 6.6234], [1.8533, -5.1826, 4.8507], [2.0786, -6.0490, 6.3303], [6.3305, -0.7751, 5.9343], [6.9735, 0.2248, 5.6702], [6.2237, -1.2645, 7.2072], [5.6603, -1.4922, 4.9850], [5.6994, -2.0842, 7.4465], [6.7035, -0.7631, 7.9322], [5.7171, -1.1600, 4.0387], [5.1228, -2.3201, 5.1807], [6.4192, -4.2566, 1.0230], [6.9258, -4.9879, 0.1912], [6.3039, -2.9048, 0.8390], [5.9217, -4.7210, 2.2063], [5.8908, -2.2825, 1.5082], [6.6597, -2.5285, -0.0205], [5.9878, -5.7076, 2.3742], [5.4986, -4.1371, 2.9053]],
  "gap_ev": 8.2,
  "charge": 1,
  "lumo_energy_ha": -0.1015
}

No. 3
{
  "formula": "C20H48N8O16",
  "method": "wB97M-V/def2-TZVPD",
  "symbols": ["C", "C", "O", "C", "O", "O", "C", "H", "H", "H", "H", "H", "H", "H", "H", "C", "C", "O", "C", "O", "O", "C", "H", "H", "H", "H", "H", "H", "H", "H", "C", "C", "O", "C", "O", "O", "C", "H", "H", "H", "H", "H", "H", "H", "H", "C", "C", "O", "C", "O", "O", "C", "H", "H", "H", "H", "H", "H", "H", "H", "C", "O", "N", "N", "H", "H", "H", "H", "C", "O", "N", "N", "H", "H", "H", "H", "C", "O", "N", "N", "H", "H", "H", "H", "C", "O", "N", "N", "H", "H", "H", "H"],
  "positions_angstrom": [[-0.7376, 19.8803, -11.4442], [-1.3746, 21.1941, -11.7046], [-0.9646, 21.6269, -12.9974], [-1.6955, 21.5194, -14.1093], [-2.7734, 20.9269, -14.2096], [-1.2376, 22.3338, -15.1054], [-1.9887, 22.2592, -16.3317], [0.3214, 19.9007, -11.7019], [-1.2609, 19.0761, -11.9613], [-0.8155, 19.5916, -10.3960], [-0.9824, 21.9113, -10.9835], [-2.4461, 21.0171, -11.6122], [-2.8800, 22.8854, -16.3714], [-2.2513, 21.2849, -16.7439], [-1.2934, 22.7045, -17.0432], [1.5179, 25.5086, -17.1412], [1.8042, 26.3486, -18.4362], [1.9933, 25.5306, -19.5968], [1.0746, 24.9418, -20.1381], [-0.1259, 24.9410, -19.7251], [1.5882, 24.2007, -21.2098], [0.7157, 23.4030, -21.9807], [1.0673, 26.1255, -16.3637], [2.4025, 25.0210, -16.7314], [0.9708, 24.5858, -17.3340], [2.6883, 26.9821, -18.5087], [0.9403, 26.9752, -18.6578], [-0.2864, 23.8298, -22.0204], [0.6469, 22.4618, -21.4352], [1.0200, 23.1953, -23.0065], [-1.8565, 27.6937, -17.3177], [-3.2880, 27.4768, -17.8403], [-4.2082, 28.4373, -17.3444], [-5.4676, 28.3532, -17.6418], [-5.9680, 27.5624, -18.5174], [-6.0603, 29.1602, -16.8704], [-7.5140, 29.3371, -16.9708], [-1.5865, 27.1891, -16.3900], [-1.7779, 28.7768, -17.2244], [-1.1832, 27.4173, -18.1292], [-3.6108, 26.4560, -17.6355], [-3.4682, 27.7023, -18.8914], [-8.0451, 28.4138, -17.2024], [-7.7520, 30.0689, -17.7427], [-7.9222, 29.7431, -16.0452], [9.4167, 26.3296, -19.0959], [8.8026, 25.6405, -20.3252], [7.3224, 25.5951, -20.1389], [6.7960, 24.7202, -19.2884], [7.4887, 23.9152, -18.6305], [5.3586, 24.8584, -19.1689], [4.6047, 23.9822, -18.3723], [9.2021, 25.9150, -18.1109], [9.0090, 27.3388, -19.0370], [10.4937, 26.4889, -19.1497], [9.2190, 24.6336, -20.3541], [9.0596, 26.1510, -21.2534], [4.8765, 23.8071, -17.3313], [4.7462, 22.9880, -18.7960], [3.5270, 24.1440, -18.3921], [4.7690, 29.5467, -16.5784], [3.9772, 28.6703, -16.8636], [4.6355, 30.8033, -16.8033], [6.0020, 29.3857, -16.1722], [5.4654, 31.3495, -16.6212], [3.7065, 31.0235, -17.1326], [6.5326, 30.1984, -15.8928], [6.4870, 28.5149, -16.3351], [2.9367, 24.3061, -13.1234], [1.7612, 23.8996, -13.0764], [3.8219, 23.8126, -13.9388], [3.5966, 25.1599, -12.3615], [4.8234, 23.9427, -13.9472], [3.4043, 23.2274, -14.6483], [4.5580, 25.2592, -12.6546], [3.4201, 25.5756, -11.4581], [1.6288, 29.0114, -13.4218], [1.9312, 30.1478, -13.1380], [0.4828, 28.4248, -13.1903], [2.3279, 28.0268, -13.8980], [-0.2153, 28.8140, -12.5727], [0.2361, 27.6132, -13.7386], [1.9770, 27.0821, -13.8310], [3.3280, 28.1366, -13.9874], [-1.1905, 21.1393, -23.8519], [-0.4872, 20.2004, -24.2936], [-1.6007, 21.2668, -22.5927], [-1.7687, 21.9321, -24.6936], [-2.3105, 21.9389, -22.3386], [-1.3274, 20.5819, -21.9025], [-1.6084, 21.8773, -25.6893], [-2.2068, 22.7570, -24.3092]],
  "gap_ev": [1.5, 8.9],
  "charge": -1,
  "lumo_energy_ha": [0.0704, 0.0684],
  "spin_multiplicity": 2
}

No. 4
{
  "formula": "C13H25Cl3N3O4Si3V",
  "method": "wB97M-V/def2-TZVPD",
  "symbols": ["V", "N", "N", "C", "O", "O", "H", "H", "H", "C", "Si", "C", "C", "C", "C", "C", "C", "C", "C", "N", "Si", "C", "C", "C", "H", "H", "H", "H", "H", "H", "H", "H", "H", "H", "H", "H", "H", "H", "H", "H", "H", "H", "H", "H", "H", "H", "O", "O", "Cl", "Si", "Cl", "Cl"],
  "positions_angstrom": [[-1.0095, 0.7007, 0.7545], [-3.2311, 0.7518, 2.9740], [-2.9822, -0.6342, 3.0257], [-2.3225, -1.2893, 1.9996], [-1.8128, -2.3618, 2.1587], [-2.3360, -0.6139, 0.7846], [-2.5844, 1.2300, 3.6039], [-4.1900, 0.9387, 3.2407], [-2.7604, -1.0228, 3.9302], [-0.3644, -3.1579, -0.8180], [-0.1411, -1.5418, -1.6675], [0.9957, -1.7915, -3.1282], [-1.7190, -0.8991, -2.3932], [0.5421, -0.2747, -0.4673], [0.7235, 1.0905, -1.0043], [1.3890, 1.5523, -2.1547], [1.4789, 2.9026, -2.3788], [0.9032, 3.8216, -1.4854], [0.2291, 3.3442, -0.4077], [0.1487, 2.0065, -0.1887], [1.9718, -0.7225, 0.6758], [3.3993, -1.2602, -0.3850], [1.5468, -2.1007, 1.8278], [2.5369, 0.7698, 1.6086], [-1.0953, -3.7579, -1.3705], [-0.7259, -3.0401, 0.2085], [0.5814, -3.7109, -0.7997], [0.7184, -2.7269, -3.6310], [2.0483, -1.8673, -2.8473], [0.8905, -0.9876, -3.8648], [-2.0428, -1.5620, -3.2034], [-1.5706, 0.0987, -2.8198], [-2.5350, -0.8434, -1.6677], [1.8485, 0.8328, -2.8177], [2.0106, 3.2681, -3.2499], [0.9736, 4.8876, -1.6462], [-0.2624, 3.9870, 0.3086], [3.1318, -2.1195, -1.0075], [4.2439, -1.5631, 0.2473], [3.7432, -0.4507, -1.0403], [1.8229, -3.0667, 1.3930], [0.4802, -2.1373, 2.0726], [2.1053, -1.9728, 2.7603], [2.6149, 1.6568, 0.9722], [3.5376, 0.5581, 2.0028], [1.8863, 1.0107, 2.4561], [-0.5965, 0.9476, 2.2669], [-0.3151, 1.1496, 3.5666], [-5.0294, 1.4852, 0.6494], [-3.0442, 2.0402, 0.6379], [-2.9360, 2.6329, -1.4057], [-2.8959, 3.8127, 1.7243]],
  "gap_ev": [7.4, 7.4],
  "charge": 0,
  "lumo_energy_ha": [-0.0495, -0.0494]
}

No. 5
{
  "formula": "C3H3NOS",
  "method": "wB97M-V/def2-TZVPD",
  "symbols": ["C", "C", "C", "N", "O", "S", "H", "H", "H"],
  "positions_angstrom": [[0.2856, -1.0427, -1.0510], [0.4410, -0.6640, -2.3632], [-0.1384, 0.9066, 0.2062], [0.0445, -0.4915, 0.0619], [0.4268, -0.6240, -3.5165], [0.0576, 1.8658, -1.3006], [0.5947, -1.9888, -0.8143], [-1.0529, 1.0876, 0.8263], [0.6151, 1.1016, 0.9983]],
  "gap_ev": [6.3, 6.3],
  "charge": 0,
  "lumo_energy_ha": [-0.0687, -0.0686]
}

No. 6
{
  "formula": "C11H24N3",
  "method": "wB97M-V/def2-TZVPD",
  "symbols": ["C", "C", "C", "C", "C", "C", "C", "C", "C", "C", "C", "N", "N", "N", "H", "H", "H", "H", "H", "H", "H", "H", "H", "H", "H", "H", "H", "H", "H", "H", "H", "H", "H", "H", "H", "H", "H", "H"],
  "positions_angstrom": [[-0.4033, -1.7969, 0.2584], [-0.1713, -2.9895, -0.2285], [0.4936, -1.2325, 1.3140], [-1.4841, -0.8879, -0.1381], [1.3634, -0.1150, 0.7480], [0.5905, 1.0697, 0.2226], [-1.0401, 0.2757, -1.0098], [-0.1631, -0.5905, 2.5849], [-2.5837, -1.6182, -0.9077], [2.4337, 0.4441, 1.7426], [1.0487, 3.1009, -1.0957], [-0.1951, -0.0178, -2.1308], [-2.0445, 1.2389, -1.0055], [1.3538, 1.7126, -0.8123], [-0.6758, -3.5622, -1.1105], [0.7158, -3.5797, 0.2439], [1.1167, -1.9406, 1.6471], [-1.7534, -0.3392, 0.8646], [1.7756, -0.6064, -0.2572], [0.0369, 1.7603, 0.9283], [-0.8005, 0.2989, 2.3319], [0.5833, -0.4006, 3.3752], [-0.8392, -1.2508, 2.9407], [-3.4577, -1.0156, -1.4072], [-3.1185, -2.3787, -0.3923], [-2.1842, -2.2895, -1.7928], [3.1712, -0.3055, 2.1446], [2.0556, 1.0606, 2.4362], [3.0774, 1.0932, 1.2700], [1.0365, 3.7325, -0.0636], [1.5516, 3.5773, -1.8709], [0.1029, 3.1302, -1.4091], [-0.4769, -0.3767, -3.0181], [0.3784, -0.7700, -1.7200], [-2.6711, 1.2548, -0.2445], [-2.4109, 1.4335, -1.9261], [2.3910, 1.7573, -0.7281], [1.1971, 1.1234, -1.7838]],
  "gap_ev": 9.1,
  "charge": 1,
  "lumo_energy_ha": -0.0895
}